1.
C41H63GeN6O3P3Rh | the ωB97M-V functional and the def2-TZVPD basis

- multiplicity = 6
- expectation value of S² = 8.803
- calculated total energy (Ha) = -5365.18854
- total charge = +2
- orbital gap (alpha / beta) (eV) = 7.2 / 5.2
- M (g mol⁻¹) = 956.43

```
118
Properties=species:S:1:pos:R:3:lowdin_charge:R:1
Rh 1.41 -0.76 0.04 0.66
C 0.50 -3.01 -4.54 -0.09
C 1.09 -2.82 -3.13 -0.51
C 0.95 -4.06 -2.25 -0.10
P 0.44 -1.29 -2.30 0.98
C -1.38 -1.54 -2.49 -0.36
N -2.18 -0.61 -1.71 -0.05
Ge -1.16 0.34 -0.08 0.97
N -0.87 2.20 -0.42 -0.18
C 0.47 2.80 -0.48 -0.37
P 1.67 1.82 0.50 1.02
C 3.28 2.15 -0.35 -0.53
C 4.45 1.96 0.64 -0.08
C 3.36 3.45 -1.21 -0.08
C 1.66 2.67 2.13 -0.54
C 2.23 4.10 2.03 -0.09
C 0.25 2.77 2.65 -0.11
C -1.84 2.81 -1.21 -0.26
C -1.66 3.88 -2.09 0.00
C -2.74 4.40 -2.85 -0.05
C -3.99 3.78 -2.84 -0.05
C -4.14 2.64 -2.02 0.00
C -3.11 2.23 -1.18 -0.20
N -3.25 1.16 -0.24 -0.07
C -4.16 0.13 -0.63 -0.15
C -5.46 -0.04 -0.25 0.05
C -6.23 -0.93 -1.02 0.02
C -5.66 -1.84 -1.93 -0.04
C -4.34 -1.80 -2.16 0.02
C -3.50 -0.81 -1.53 -0.17
C -3.52 1.62 1.15 -0.16
C -4.34 2.70 1.46 0.01
C -4.56 2.98 2.80 -0.07
C -3.89 2.26 3.74 -0.07
C -3.03 1.19 3.46 -0.01
C -2.83 0.85 2.12 -0.23
N -1.95 -0.16 1.63 -0.18
C -1.13 -0.80 2.64 -0.39
P 0.21 -1.91 2.05 1.00
C 1.40 -2.08 3.44 -0.52
C 2.44 -0.97 3.49 -0.13
C 0.77 -2.16 4.86 -0.09
C -0.44 -3.55 1.62 -0.50
C -1.37 -3.27 0.42 -0.15
C -1.17 -4.32 2.76 -0.08
C 0.77 0.21 -3.30 -0.56
C -0.30 0.74 -4.25 -0.09
C 2.15 0.15 -3.98 -0.09
H 1.04 -3.88 -5.00 0.11
H 0.50 -2.26 -5.31 0.07
H -0.50 -3.33 -4.58 0.05
H 2.15 -2.55 -3.21 0.10
H -0.10 -4.30 -2.11 0.07
H 1.49 -4.05 -1.30 0.06
H 1.30 -4.99 -2.75 0.11
H -1.63 -2.61 -2.24 0.10
H -1.58 -1.49 -3.58 0.10
H 0.46 3.83 -0.07 0.11
H 0.87 2.94 -1.51 0.07
H 3.29 1.34 -1.07 0.06
H 4.45 2.78 1.36 0.07
H 5.35 2.05 0.09 0.07
H 4.41 0.92 1.07 0.07
H 3.29 4.38 -0.65 0.08
H 2.67 3.42 -2.07 0.07
H 4.32 3.45 -1.71 0.09
H 2.31 2.15 2.84 0.11
H 1.42 4.69 1.61 0.07
H 3.16 4.25 1.48 0.05
H 2.34 4.52 3.08 0.12
H -0.33 3.42 2.00 0.08
H 0.31 3.23 3.64 0.10
H -0.27 1.78 2.75 0.06
H -0.65 4.33 -2.09 0.11
H -2.52 5.21 -3.49 0.10
H -4.86 4.13 -3.45 0.13
H -5.05 2.09 -2.09 0.11
H -5.91 0.66 0.43 0.13
H -7.30 -1.02 -0.99 0.12
H -6.32 -2.46 -2.49 0.12
H -3.92 -2.54 -2.84 0.12
H -4.89 3.23 0.66 0.14
H -5.19 3.75 3.20 0.12
H -4.07 2.40 4.79 0.12
H -2.65 0.51 4.22 0.11
H -1.72 -1.41 3.32 0.10
H -0.58 -0.10 3.33 0.08
H 1.89 -3.03 3.17 0.12
H 1.94 -0.03 3.64 0.05
H 3.11 -0.87 2.61 0.05
H 3.07 -1.14 4.32 0.08
H 0.33 -1.24 5.20 0.06
H 1.60 -2.37 5.56 0.10
H 0.00 -2.99 4.96 0.09
H 0.45 -4.10 1.23 0.12
H -2.20 -2.61 0.70 0.07
H -1.86 -4.23 0.14 0.11
H -0.83 -2.82 -0.39 -0.01
H -1.79 -3.71 3.39 0.05
H -0.49 -4.82 3.50 0.10
H -1.88 -5.07 2.42 0.08
H 0.86 0.94 -2.51 0.05
H -0.41 0.09 -5.14 0.09
H -0.05 1.77 -4.60 0.11
H -1.23 0.84 -3.70 0.05
H 2.04 -0.30 -4.96 0.08
H 2.91 -0.44 -3.38 0.09
H 2.52 1.16 -4.14 0.08
O 3.71 -0.88 -0.64 -0.11
N 3.69 -2.12 -0.40 -0.52
O 4.47 -2.91 -0.81 0.14
O 2.62 -2.53 0.33 -0.23
C 8.01 -2.51 1.45 -0.04
C 6.60 -2.21 1.62 -0.23
N 5.50 -1.92 1.80 0.16
H 8.16 -2.97 0.50 0.08
H 8.32 -3.15 2.27 0.09
H 8.56 -1.58 1.43 0.09
```


2.
C2H4N4O2 | the ωB97M-V functional and the def2-TZVPD basis

- SMILES = ONC1=NN=CNO1
- calculated total energy (Ha) = -447.89352
- total charge = 0
- energy relative to the best compared isomer or geometry (same formula, charge and spin) (kJ/mol) = 548.4
- orbital gap (eV) = 9.0
- M (g mol⁻¹) = 116.08

```
12
Properties=species:S:1:pos:R:3:lowdin_charge:R:1
C 0.58 -0.17 0.39 -0.39
C -0.31 0.84 -1.81 -0.15
H -0.52 -1.20 2.42 0.02
H 1.56 0.17 2.13 0.11
H -0.81 0.93 -2.81 0.13
H -1.61 -0.68 -1.56 0.07
N 0.92 -0.45 1.71 0.08
N 1.27 0.73 -0.25 0.07
N 0.84 1.31 -1.49 0.02
N -1.05 -0.15 -1.01 0.02
O -0.44 -0.31 2.39 0.01
O -0.42 -1.03 -0.11 0.00
```


3.
C21H16BBr2IrN9O | the ωB97M-V functional and the def2-TZVPD basis

- multiplicity = 6
- expectation value of S² = 8.786
- calculated total energy (Ha) = -6654.52681
- total charge = +2
- energy relative to the best compared isomer or geometry (same formula, charge and spin) (kJ/mol) = 3.0
- orbital gap (alpha / beta) (eV) = 6.6 / 5.0
- M (g mol⁻¹) = 773.26

```
51
Properties=species:S:1:pos:R:3:lowdin_charge:R:1
Ir -0.01 0.00 -0.12 1.72
C -2.85 -3.24 -0.09 0.00
C -1.76 -2.63 -0.68 -0.10
N -1.54 -1.44 -0.09 -0.14
N -2.49 -1.28 0.88 0.03
C -3.28 -2.36 0.89 0.00
B -2.53 0.00 1.81 -0.63
N -1.23 0.00 2.65 0.03
C -0.96 0.00 3.96 -0.01
C 0.41 0.00 4.14 -0.01
C 0.94 0.00 2.86 -0.10
N -0.05 0.00 1.97 -0.15
N -2.48 1.27 0.87 0.03
C -3.27 2.35 0.89 0.00
C -2.84 3.24 -0.09 0.00
C -1.76 2.62 -0.68 -0.10
N -1.54 1.44 -0.09 -0.14
N -3.81 0.00 2.58 -0.03
C -5.07 0.00 2.05 -0.11
C -5.95 0.00 3.09 -0.03
C -5.14 0.00 4.24 -0.11
N -3.86 0.00 3.93 0.08
H -3.27 -4.20 -0.33 0.12
H -1.11 -2.97 -1.47 0.12
H -4.09 -2.43 1.58 0.14
H -1.78 0.00 4.67 0.11
H 0.94 0.00 5.08 0.12
H 1.97 0.00 2.53 0.12
H -4.09 2.43 1.58 0.14
H -3.27 4.20 -0.34 0.12
H -1.11 2.96 -1.48 0.12
H -5.24 0.00 0.99 0.13
H -7.03 0.00 3.04 0.11
H -5.44 0.00 5.28 0.12
Br 5.18 0.00 -0.50 0.99
C 3.96 0.00 -1.85 -0.60
C 4.36 0.00 -3.19 -0.11
C 3.42 0.00 -4.23 -0.58
Br 4.05 0.01 -5.97 0.99
C 2.01 0.00 -3.98 -0.16
C 1.01 0.00 -4.95 0.04
C -0.33 0.00 -4.55 0.01
C -0.64 0.00 -3.21 -0.07
N 0.31 0.00 -2.25 -0.05
C 1.61 0.00 -2.62 -0.15
C 2.55 0.00 -1.53 -0.34
O 2.14 0.00 -0.33 -0.15
H 5.42 0.00 -3.43 0.12
H 1.26 0.00 -6.00 0.11
H -1.12 0.00 -5.28 0.13
H -1.67 0.00 -2.87 0.12
```


4.
C38H29HfNO10P2S2 | the ωB97M-V functional and the def2-TZVPD basis

- calculated total energy (Ha) = -3800.00383
- total charge = 0
- orbital gap (eV) = 7.3
- M (g mol⁻¹) = 964.22

```
83
Properties=species:S:1:pos:R:3:lowdin_charge:R:1
Hf 0.91 -3.10 -0.65 1.77
O 3.29 -0.05 -2.14 0.13
C 2.84 -0.92 -1.44 -0.53
O 1.57 -1.22 -1.28 -0.19
C 3.75 -1.84 -0.64 -0.16
C 5.12 -1.81 -0.57 0.05
C 5.75 -2.82 0.16 0.00
C 5.01 -3.82 0.78 0.04
C 3.64 -3.78 0.65 -0.16
N 3.06 -2.80 -0.03 0.03
C 2.63 -4.78 1.17 -0.53
O 2.95 -5.68 1.89 0.14
O 1.41 -4.52 0.72 -0.14
H 5.67 -1.03 -1.08 0.13
H 6.83 -2.83 0.23 0.12
H 5.48 -4.63 1.33 0.13
O -3.04 -1.79 -1.53 -0.29
S -2.07 -2.80 -1.80 0.52
O -2.51 -4.08 -2.26 -0.25
O -1.15 -2.93 -0.57 -0.48
C -0.96 -2.10 -3.06 -0.22
C -1.27 -0.79 -3.42 -0.04
C -0.56 -0.12 -4.40 -0.04
C 0.47 -0.76 -5.07 -0.04
C 0.82 -2.05 -4.72 -0.05
C 0.12 -2.72 -3.71 -0.25
S 0.97 -4.19 -3.17 0.56
O 1.24 -5.07 -4.25 -0.20
O 2.16 -3.60 -2.47 -0.35
O 0.19 -4.69 -2.01 -0.36
H -2.09 -0.31 -2.91 0.09
H -0.83 0.90 -4.64 0.10
H 1.03 -0.25 -5.84 0.12
H 1.65 -2.55 -5.20 0.13
C -1.88 0.78 1.78 -0.52
P -0.67 0.06 0.56 1.06
C 0.12 -1.20 1.67 -0.40
C -0.71 -2.20 2.22 -0.13
C -0.22 -3.10 3.14 -0.06
C 1.12 -3.06 3.53 -0.08
C 1.96 -2.12 2.95 -0.09
C 1.47 -1.21 2.02 -0.11
C 0.60 1.38 0.50 -0.39
C 1.10 1.72 -0.76 -0.12
C 2.03 2.74 -0.90 -0.08
C 2.46 3.44 0.21 -0.08
C 1.97 3.11 1.47 -0.08
C 1.05 2.09 1.61 -0.11
P -3.37 1.43 0.89 1.03
C -4.00 2.63 2.13 -0.40
C -3.86 2.42 3.50 -0.11
C -4.42 3.29 4.42 -0.09
C -5.13 4.40 3.98 -0.09
C -5.29 4.62 2.62 -0.09
C -4.73 3.74 1.70 -0.11
C -2.54 2.57 -0.29 -0.42
C -2.63 2.27 -1.65 -0.11
C -1.97 3.06 -2.59 -0.09
C -1.23 4.15 -2.17 -0.09
C -1.15 4.46 -0.82 -0.08
C -1.80 3.67 0.11 -0.10
H -1.41 1.56 2.38 0.04
H -2.20 -0.01 2.45 0.03
H -1.75 -2.24 1.93 0.11
H -0.87 -3.86 3.56 0.12
H 1.51 -3.77 4.24 0.12
H 3.01 -2.09 3.23 0.12
H 2.14 -0.47 1.59 0.10
H 0.76 1.17 -1.63 0.09
H 2.42 2.98 -1.88 0.11
H 3.19 4.24 0.11 0.10
H 2.31 3.66 2.35 0.10
H 0.67 1.84 2.60 0.11
H -3.30 1.56 3.86 0.09
H -4.29 3.11 5.48 0.10
H -5.57 5.08 4.70 0.10
H -5.85 5.48 2.27 0.10
H -4.86 3.93 0.64 0.11
H -3.22 1.41 -1.96 0.09
H -2.06 2.82 -3.64 0.10
H -0.73 4.77 -2.90 0.10
H -0.56 5.31 -0.49 0.11
H -1.72 3.92 1.17 0.11
```


Which of these has the lowest M? C2H4N4O2


What is the formula in the second record? C2H4N4O2